[1]
Molecular formula: CF3Tm
Method: DFT, ωB97M-V/def2-TZVPD

```
5
Properties=species:S:1:pos:R:3:mulliken_spin:R:1
C -0.64 0.01 -0.28 -0.035
F -1.24 0.89 0.45 0.001
F -1.46 -0.99 -0.38 0.005
Tm 1.96 -0.20 -0.90 3.056
F 1.38 0.29 1.11 -0.027
```

Values from the calculation:
- Kohn-Sham gap (spin up / spin down) (eV) = 6.69 / 10.18
- spin multiplicity = 4
- LUMO (spin up / spin down) (eV) = -5.603 / -6.506
- HOMO level (spin up / spin down) (eV) = -12.29 / -16.68
- net charge = +1

[2]
Molecular formula: CF4N2O
Method: DFT, ωB97M-V/def2-TZVPD

```
8
Properties=species:S:1:pos:R:3:nbo_charge:R:1
C 1.28 1.40 0.37 1.133
N -0.81 -0.22 -0.57 -0.042
N -1.13 -1.26 -0.28 0.509
O 1.24 1.68 1.51 -0.520
F 1.66 0.30 -0.31 -0.308
F 0.90 2.28 -0.54 -0.305
F -0.86 -2.02 0.73 -0.121
F -2.27 -2.17 -0.90 -0.346
```

Values from the calculation:
- Kohn-Sham gap (eV) = 11.67
- LUMO (eV) = -0.745
- HOMO level (eV) = -12.41

[3]
Molecular formula: CF4NO2S2Sr
Method: DFT, ωB97M-V/def2-TZVPD

```
11
Properties=species:S:1:pos:R:3:nbo_charge:R:1
Sr 3.74 -0.16 1.36 1.919
F 2.65 -1.22 -0.40 -0.900
N 5.51 -2.99 -1.08 -1.047
S 3.96 -3.25 -1.06 1.583
O 3.50 -3.70 -2.36 -0.745
S 6.37 -2.48 0.23 1.381
O 5.60 -1.49 1.11 -1.140
C 7.43 -1.28 -0.77 0.818
F 8.25 -0.70 0.08 -0.295
F 8.11 -1.97 -1.67 -0.278
F 6.69 -0.38 -1.37 -0.296
```

Values from the calculation:
- Kohn-Sham gap (eV) = 8.95
- LUMO (eV) = -5.101
- HOMO level (eV) = -14.06
- net charge = +1

[4]
Molecular formula: CF6N2
Method: DFT, ωB97M-V/def2-TZVPD

```
9
Properties=species:S:1:pos:R:3:nbo_charge:R:1
C -0.01 0.21 -0.59 0.832
N -0.74 -0.23 1.48 0.342
N 1.25 -0.20 -0.42 0.193
F -0.21 1.49 -0.59 -0.261
F -1.08 -0.34 -1.19 -0.284
F -2.02 -0.06 1.17 -0.196
F -0.34 0.83 2.14 -0.185
F 1.47 -1.47 -0.09 -0.146
F 1.95 -0.15 -1.79 -0.295
```

Values from the calculation:
- Kohn-Sham gap (spin up / spin down) (eV) = 9.51 / 8.55
- LUMO (spin up / spin down) (eV) = -1.545 / -1.431
- HOMO level (spin up / spin down) (eV) = -11.05 / -9.98

[5]
Molecular formula: CFNO4
Method: DFT, ωB97M-V/def2-TZVPD

```
7
Properties=species:S:1:pos:R:3:nbo_charge:R:1
O -2.30 0.09 0.68 -0.527
C -1.28 0.18 0.08 1.049
F -1.04 0.78 -1.09 -0.324
O -0.17 -0.25 0.55 -0.470
N 1.29 -0.24 0.02 0.761
O 1.53 -1.01 -0.84 -0.266
O 1.97 0.45 0.61 -0.223
```

Values from the calculation:
- Kohn-Sham gap (eV) = 11.57
- SMILES string = O=C(F)O[N+](=O)[O-]
- LUMO (eV) = -0.672
- HOMO level (eV) = -12.24

[6]
Molecular formula: CH10IN2Pb
Method: DFT, ωB97M-V/def2-TZVPD

```
15
Properties=species:S:1:pos:R:3:nbo_charge:R:1
C -0.22 -1.44 -1.98 -1.165
Pb 0.13 -0.80 0.17 0.602
N 0.89 0.65 2.39 -1.063
N -0.61 1.82 -0.83 -1.047
H 1.89 0.80 2.44 0.363
H -1.57 -1.16 0.78 -0.363
H -0.37 -2.52 -2.00 0.205
H 0.62 -1.16 -2.63 0.186
H -1.14 -0.94 -2.34 0.177
H 0.10 2.55 -0.87 0.359
H -1.41 2.16 -0.31 0.359
H -0.92 1.65 -1.78 0.367
H 0.39 1.51 2.56 0.347
H 0.66 -0.03 3.11 0.373
I 1.54 -3.10 1.29 -0.700
```

Values from the calculation:
- Kohn-Sham gap (eV) = 5.00
- LUMO (eV) = 3.202
- HOMO level (eV) = -1.80
- net charge = -1

[7]
Molecular formula: CH10N2O2
Method: DFT, ωB97M-V/def2-TZVPD

```
15
Properties=species:S:1:pos:R:3:nbo_charge:R:1
N 0.04 -0.92 -0.32 -0.879
C -0.54 -0.64 -1.61 -0.024
N -1.05 0.76 -1.83 -0.852
H -0.28 -0.27 0.34 0.378
H 0.17 -1.86 -0.09 0.367
H 0.15 -1.06 -2.34 0.160
H -1.53 -1.36 -1.54 0.133
H -0.43 1.56 -1.65 0.345
H -1.24 0.77 -2.83 0.365
O 0.46 1.60 0.65 -0.927
H -0.10 1.75 1.49 0.471
H -0.12 2.17 0.02 0.463
O 1.62 -0.74 3.61 -0.940
H 2.14 -0.79 2.78 0.475
H 0.71 -0.97 3.31 0.466
```

Values from the calculation:
- Kohn-Sham gap (eV) = 8.96
- SMILES string = NCN.O.O
- LUMO (eV) = 0.617
- HOMO level (eV) = -8.34

[8]
Molecular formula: CH10N2O4
Method: DFT, ωB97M-V/def2-TZVPD

```
17
Properties=species:S:1:pos:R:3:nbo_charge:R:1
N 1.59 2.15 2.53 -0.812
C 1.40 1.48 1.44 0.752
N 1.48 0.22 1.62 -0.807
O 1.19 1.94 0.26 -0.751
H 1.84 1.67 3.38 0.383
H 1.58 3.16 2.55 0.411
H 1.67 -0.19 2.52 0.382
H 1.18 -0.30 0.80 0.442
O -0.92 1.09 -1.83 -0.967
H -1.61 1.61 -1.41 0.468
H -0.16 1.21 -1.27 0.502
O -2.87 -3.11 -2.63 -0.934
H -2.23 -3.78 -2.38 0.463
H -2.60 -2.83 -3.50 0.471
O -0.25 -1.44 -0.40 -0.971
H -0.86 -0.74 -0.65 0.495
H -0.42 -2.15 -1.02 0.474
```

Values from the calculation:
- Kohn-Sham gap (eV) = 10.42
- SMILES string = NC(N)=O.O.O.O
- LUMO (eV) = 0.614
- HOMO level (eV) = -9.81

[9]
Molecular formula: CH10N2O4
Method: DFT, ωB97M-V/def2-TZVPD

```
17
Properties=species:S:1:pos:R:3:mulliken_spin:R:1
N -0.62 0.05 -1.39 0.306
C -1.49 -0.21 -0.21 -0.049
N -1.02 -1.61 0.34 0.711
O -2.81 -0.19 -0.38 0.953
H 0.00 0.85 -1.23 -0.009
H -1.27 0.34 -2.13 -0.007
H -1.47 -2.23 -0.31 -0.002
H -1.34 -1.75 1.28 -0.012
H 1.03 0.79 1.45 0.003
H 1.81 2.40 0.01 0.018
O 1.46 1.53 0.19 -0.940
H 1.13 0.57 3.02 0.004
H -1.07 0.54 0.58 0.083
O 0.58 0.31 2.24 -0.047
H 1.16 -1.04 -1.23 0.006
H 1.87 0.26 -0.93 0.018
O 2.05 -0.62 -1.30 -0.034
```

Values from the calculation:
- Kohn-Sham gap (spin up / spin down) (eV) = 6.88 / 5.97
- spin multiplicity = 2
- LUMO (spin up / spin down) (eV) = -8.184 / -9.068
- HOMO level (spin up / spin down) (eV) = -15.06 / -15.04
- net charge = +1

[10]
Molecular formula: CH10N4O
Method: DFT, ωB97M-V/def2-TZVPD

```
16
Properties=species:S:1:pos:R:3:nbo_charge:R:1
C 1.32 -0.31 0.29 0.372
N 0.73 -0.71 -1.10 -0.840
N 0.52 -0.72 1.31 -1.090
O 1.35 1.15 0.10 -0.803
H 1.18 1.47 0.99 0.481
H 2.37 -0.66 0.29 0.133
H -1.09 -0.45 0.71 0.447
H 1.17 -0.20 -1.86 0.389
H 0.86 -1.70 -1.24 0.385
H 1.03 -1.28 1.98 0.353
N -1.58 -0.13 -0.19 -0.683
N -1.83 1.29 -0.25 -0.662
H -2.14 1.60 0.67 0.344
H -2.43 -0.64 -0.40 0.374
H -0.54 -0.43 -0.89 0.430
H -0.92 1.71 -0.40 0.369
```

Values from the calculation:
- Kohn-Sham gap (eV) = 8.65
- LUMO (eV) = 1.009
- HOMO level (eV) = -7.64

[11]
Molecular formula: CH10N4O
Method: DFT, ωB97M-V/def2-TZVPD

```
16
Properties=species:S:1:pos:R:3:nbo_charge:R:1
C -0.81 0.74 -0.95 0.416
N 0.74 0.08 -1.36 -0.896
N -0.73 1.43 0.20 -1.052
O -1.56 -0.49 -0.88 -0.777
H -2.07 -0.41 -0.07 0.484
H -1.12 1.27 -1.86 0.137
H 0.44 0.48 1.21 0.432
H 0.64 -0.67 -2.04 0.386
H 1.33 0.81 -1.74 0.381
H -0.93 2.41 0.08 0.354
N 1.07 -0.37 1.17 -0.700
N 0.40 -1.58 1.58 -0.662
H -0.20 -1.38 2.38 0.341
H 1.91 -0.25 1.73 0.368
H 1.11 -0.26 -0.24 0.432
H -0.22 -1.82 0.81 0.357
```

Values from the calculation:
- Kohn-Sham gap (eV) = 8.93
- LUMO (eV) = 1.020
- HOMO level (eV) = -7.91

[12]
Molecular formula: CH10N6O
Method: DFT, ωB97M-V/def2-TZVPD

```
18
Properties=species:S:1:pos:R:3:nbo_charge:R:1
N -3.25 -1.11 0.32 -0.643
N -2.53 -0.21 -0.50 -0.488
C -1.30 0.25 -0.09 0.760
N -0.80 1.29 -0.80 -0.860
O -0.71 -0.27 0.84 -0.702
H -2.92 -0.98 1.29 0.365
H -3.00 -2.06 0.06 0.350
H -3.13 0.40 -1.04 0.377
H 0.17 1.53 -0.64 0.434
H -1.23 1.57 -1.66 0.385
N 2.91 -1.11 0.25 -0.672
N 2.53 0.04 -0.48 -0.318
N 1.84 1.05 0.26 -0.719
H 3.69 -0.87 0.85 0.343
H 2.14 -1.47 0.82 0.332
H 1.89 -0.28 -1.21 0.337
H 1.16 0.64 0.91 0.367
H 2.53 1.57 0.80 0.351
```

Values from the calculation:
- Kohn-Sham gap (eV) = 10.10
- SMILES string = NNC(N)=O.NNN
- LUMO (eV) = 0.854
- HOMO level (eV) = -9.25